Entry 1:
{"formula": "C3H4BrF", "method": "ωB97M-V/def2-TZVPD", "homo_ev": [-7.3, -9.9], "multiplicity": 3, "e_tot_ha": -2790.32303, "mol_weight_g_mol": 138.97, "s2": 2.008, "max_force_ev_per_a": 1.92, "charge": 0, "species": ["C", "C", "C", "F", "Br", "H", "H", "H", "H"], "xyz": [[-0.231, 0.051, -0.796], [-0.211, 0.131, 0.772], [-1.431, 0.202, 0.031], [-1.554, 2.374, 0.057], [-3.151, -0.307, -0.008], [0.155, 0.708, -1.631], [-0.220, -0.960, -1.117], [-0.013, -0.830, 1.189], [0.195, 1.113, 1.124]], "lowdin_charge": [-0.154, -0.146, -0.907, 0.025, 0.788, 0.118, 0.074, 0.092, 0.110]}

=====

Entry 2:
{"formula": "C3H4BrFO", "method": "ωB97M-V/def2-TZVPD", "homo_ev": -8.4, "multiplicity": 1, "e_tot_ha": -2865.68506, "mol_weight_g_mol": 154.97, "max_force_ev_per_a": 2.69, "charge": 0, "species": ["C", "C", "C", "O", "F", "Br", "H", "H", "H", "H"], "xyz": [[-1.382, 0.390, -2.073], [1.002, 0.174, 1.679], [0.766, -0.245, 0.223], [-0.939, 1.462, -2.138], [-1.865, -0.134, -0.896], [0.457, -1.998, -0.157], [2.197, 0.256, 1.812], [0.462, 1.174, 1.926], [0.681, -0.603, 2.434], [-1.380, -0.475, -2.809]], "lowdin_charge": [-0.353, -0.267, -0.603, 0.136, -0.038, 0.702, 0.125, 0.093, 0.049, 0.156]}

=====

Entry 3:
{"formula": "C3H4BrN", "method": "ωB97M-V/def2-TZVPD", "homo_ev": [-8.2, -8.8], "multiplicity": 1, "e_tot_ha": -2745.23670, "mol_weight_g_mol": 133.98, "max_force_ev_per_a": 5.96, "charge": 0, "species": ["C", "C", "C", "N", "Br", "H", "H", "H", "H"], "xyz": [[-0.283, 1.508, -0.407], [-0.734, -1.242, -0.096], [-1.696, -0.602, 0.491], [-0.011, -2.128, -0.431], [-3.331, 0.022, 0.007], [-0.122, 1.562, -1.360], [0.599, 1.602, 0.290], [-1.283, 1.742, -0.341], [0.950, -1.941, -0.298]], "lowdin_charge": [0.097, -0.384, -0.587, 0.160, 0.725, -0.064, 0.058, -0.073, 0.068]}

=====

Entry 4:
{"formula": "C3H4BrN", "method": "ωB97M-V/def2-TZVPD", "homo_ev": -10.3, "multiplicity": 1, "e_tot_ha": -2745.41381, "mol_weight_g_mol": 133.98, "max_force_ev_per_a": 4.64, "charge": 0, "species": ["C", "C", "C", "N", "Br", "H", "H", "H", "H"], "xyz": [[-0.181, 0.543, 1.399], [0.700, 0.514, 0.287], [-0.278, -0.705, -0.816], [-0.734, 0.399, 2.387], [-1.917, 0.132, -1.349], [0.537, 1.411, -0.283], [1.751, 0.166, 0.515], [-0.295, -1.702, -0.507], [0.418, -0.757, -1.632]], "lowdin_charge": [-0.368, -0.115, -0.545, 0.152, 0.645, 0.070, 0.124, 0.019, 0.017]}

=====

Going through the records in order, we get energy relative to the best compared isomer or geometry (same formula, charge and spin) values of 63.5 90.8 141.4 30.3 kcal/mol.